Computed, not measured: a molecular structure, C6H19BrFeO4, with the ωB97M-V functional and the def2-TZVPD basis.

Its LUMO energy (alpha / beta) is -2.74 / -5.68 eV. As for the highest occupied orbital energy (alpha / beta): -13.3 / -13.1 eV. The total energy is -119142.9228 eV. The net charge is +1. As for the spin multiplicity: 6.

Positions of all 31 atoms, in Å:
Fe: 0.82663 -0.56055 -0.18169
O: 1.48278 -2.20220 0.55757
H: 1.16271 -2.74581 1.30361
Br: 1.81747 0.31443 -2.33592
C: 2.22873 2.88608 0.87386
C: 1.93840 1.68927 1.78782
O: 2.21296 0.51464 1.09441
H: 1.55360 2.88260 0.01812
H: 3.25656 2.82915 0.51548
H: 1.99269 3.83684 1.35181
H: 0.95869 1.65164 2.26410
H: 2.68952 1.68350 2.57769
H: 3.15997 0.36073 1.12748
C: -1.28626 -1.58757 -3.45805
C: -1.69112 -1.04425 -2.16888
O: -0.82149 -1.57299 -1.22797
H: -1.98234 -1.27782 -4.23754
H: -1.29423 -2.67289 -3.55867
H: -0.28734 -1.40708 -3.85514
H: -2.60801 -1.61229 -2.01156
H: -1.92474 0.01424 -2.28355
H: -0.80056 -2.51491 -1.41220
C: -1.11574 -0.70139 2.07942
C: -1.76731 0.49828 1.36397
O: -0.87345 0.81837 0.29991
H: -1.83732 -1.28450 2.65162
H: -0.34664 -0.38408 2.78362
H: -0.75964 -1.42912 1.35025
H: -1.97398 1.38715 1.96003
H: -2.68765 0.06910 0.96785
H: -1.22291 1.56141 -0.19746